[1]
Computed, not measured: a molecular structure, C5H11N3 at a distorted geometry, with wB97M-V/def2-TZVPD.

Each line ends with the Mulliken charge.
Geometry (Å):
C 1.23 0.00 0.80  -0.682
C -0.76 -1.61 1.08  -1.461
C 1.75 1.35 0.36  -1.221
C -0.44 -0.48 -1.65  0.407
C -0.44 -0.32 0.33  0.896
N -1.38 0.29 -2.22  -0.514
N 0.65 -0.87 -2.03  -0.446
N -1.12 0.76 0.60  -0.616
H -2.38 0.32 -2.15  0.254
H -1.12 1.26 -2.44  0.255
H -2.07 0.85 0.26  0.230
H 1.06 0.01 1.88  0.432
H 1.89 -0.83 0.60  0.390
H -1.79 -1.90 0.90  0.420
H -0.08 -2.41 0.77  0.329
H -0.63 -1.51 2.15  0.365
H 1.98 1.35 -0.71  0.287
H 1.02 2.13 0.54  0.284
H 2.63 1.62 0.95  0.391

Relative energy (zero: lowest compared OMol25 entry of this formula, charge and spin)   114.1 kcal per mole
DFT total energy   -361.20749 Ha
Orbital gap (alpha / beta)   7.88 / 7.48 eV
Strongest force on any atom   6.6 eV/Å
E_LUMO (alpha / beta)   -0.955 / -1.065 eV

***

[2]
Computed, not measured: a single HN3O6 molecule at a distorted geometry, with wB97M-V/def2-TZVPD.

Each line ends with the Mulliken charge.
Geometry (Å):
N 0.18 0.26 0.89  -0.053
N -1.86 0.55 -0.39  1.183
N 1.82 -0.65 -0.52  1.148
O -1.15 0.45 -1.32  -0.534
O -3.02 0.74 -0.36  -0.585
O 1.97 0.51 -0.63  -0.399
O 2.32 -1.67 -0.86  -0.501
O -1.30 0.39 0.81  -0.240
O 0.62 -0.96 0.53  -0.253
H 0.42 0.39 1.85  0.234

Relative energy (zero: lowest compared OMol25 entry of this formula, charge and spin)   0.0 kcal per mole
Structure (SMILES)   O=[N+]([O-])ONO[N+](=O)[O-]
DFT total energy   -615.91787 Ha
Orbital gap   10.79 eV
Strongest force on any atom   4.3 eV/Å
E_LUMO   -0.244 eV

***

[3]
Computed, not measured: a molecular structure, C28H38BEuN5P2 at a distorted geometry, with wB97M-V/def2-TZVPD.

Each line ends with the Mulliken charge.
Geometry (Å):
Eu 0.59 -2.74 1.27  1.150
C -1.01 3.43 4.63  -0.663
C -1.56 2.56 3.76  -0.576
C -0.99 1.98 2.47  -0.603
C 0.26 1.08 2.44  1.506
C 1.58 1.91 2.27  -0.598
C 1.84 3.00 3.01  -0.501
C 0.95 4.17 3.10  -0.550
C 0.28 4.17 4.51  -0.457
C 2.35 -3.38 3.29  -1.038
H -1.50 3.56 5.60  0.324
H -2.42 1.96 4.08  0.304
H -0.76 2.84 1.83  0.327
H -1.86 1.41 2.07  0.393
H 0.31 0.57 3.47  0.014
H 0.02 0.32 1.59  -0.703
H 2.33 1.50 1.56  0.077
H 2.75 3.03 3.66  0.290
H 0.26 4.28 2.25  0.318
H 1.61 5.02 3.08  0.370
H 1.02 3.79 5.29  0.333
H 0.06 5.23 4.77  0.381
H 1.63 -3.27 4.25  0.159
H 2.80 -2.39 3.05  0.140
H 3.15 -4.03 3.66  0.281
P 1.32 -1.54 -1.31  0.108
P -2.14 -0.88 -1.31  -0.086
N 2.61 -0.24 -1.58  0.537
N 2.14 -2.63 -2.56  0.401
N -2.11 0.95 -1.84  0.328
N -3.65 -1.34 -2.12  0.391
C 0.31 -0.70 -2.57  -0.612
C -1.08 -1.29 -2.79  -1.319
C 3.65 0.15 -0.70  -0.740
C 4.58 0.91 -1.41  -0.746
C 4.09 1.05 -2.75  -0.779
C 2.87 0.38 -2.81  -0.078
C 2.44 -3.96 -2.24  -0.316
C 2.84 -4.61 -3.41  -0.657
C 2.72 -3.66 -4.50  -0.678
C 2.36 -2.45 -3.92  -0.046
C -2.01 1.99 -0.89  -0.403
C -1.87 3.24 -1.55  -0.517
C -1.93 2.97 -2.97  -0.916
C -2.00 1.58 -3.11  -0.290
C -4.34 -0.61 -3.11  -0.200
C -5.44 -1.34 -3.54  -0.647
C -5.40 -2.62 -2.85  -0.523
C -4.27 -2.61 -2.04  -0.439
H 0.72 -0.68 -3.58  -0.204
H 0.20 0.34 -2.30  0.956
H -1.53 -0.91 -3.75  0.371
H -1.01 -2.39 -2.89  0.686
H 3.59 -0.12 0.35  0.600
H 5.52 1.34 -1.02  0.382
H 4.50 1.56 -3.63  0.422
H 2.15 0.44 -3.62  0.438
H 2.34 -4.28 -1.21  0.294
H 3.20 -5.63 -3.48  0.411
H 2.87 -3.83 -5.56  0.420
H 2.26 -1.49 -4.40  0.263
H -2.14 1.77 0.16  0.287
H -1.76 4.22 -1.07  0.454
H -1.95 3.70 -3.81  0.383
H -2.06 1.02 -4.04  0.489
H -4.01 0.36 -3.40  0.492
H -6.16 -0.99 -4.27  0.437
H -6.15 -3.41 -2.98  0.391
H -3.85 -3.38 -1.41  0.329
B -1.06 -1.73 5.90  -0.079
C -0.84 -1.41 4.37  0.183
N -0.67 -1.42 3.21  -0.613
H -2.15 -1.54 6.44  -0.083
H -0.49 -1.26 6.89  -0.077
H -0.88 -2.96 5.99  -0.084

Relative energy (zero: lowest compared OMol25 entry of this formula, charge and spin)   98.0 kcal per mole
DFT total energy   -2781.03080 Ha
Multiplicity   8
Orbital gap (alpha / beta)   5.55 / 5.61 eV
Strongest force on any atom   7.5 eV/Å
E_LUMO (alpha / beta)   -1.910 / -1.872 eV
⟨S²⟩   15.76

***

[4]
Computed, not measured: a molecular structure, C35H54Br57O2S at a distorted geometry, with wB97M-V/def2-TZVPD.

Each line ends with the Mulliken charge.
Geometry (Å):
C 3.46 0.84 -0.45  -0.434
C 3.53 -0.72 -0.28  -0.077
C 2.48 -1.48 -1.18  -0.522
O 3.03 -2.79 -1.41  -0.042
C 2.36 -3.48 -2.49  -1.070
S 0.55 -3.13 -2.63  0.481
C -0.48 -4.19 -1.52  0.132
C -0.75 -3.39 -0.20  -0.321
C -1.93 -3.94 0.63  -1.112
C -3.25 -3.17 0.39  -0.757
C -3.94 -3.56 -0.99  0.128
C -3.47 -2.56 -2.11  0.694
C -4.61 -2.01 -3.02  -1.235
C -4.21 -0.62 -3.61  0.217
C -2.86 -0.61 -4.39  0.077
C -2.21 0.82 -4.46  -1.011
C -1.73 1.34 -3.08  -0.036
O -2.75 2.14 -2.50  0.301
C -2.38 2.49 -1.17  -0.562
H 4.39 1.16 -0.96  -0.184
H 2.54 1.21 -0.94  0.135
H 3.51 1.28 0.56  0.259
H 3.33 -1.03 0.76  0.369
H 4.54 -1.05 -0.59  0.004
H 2.30 -0.90 -2.10  0.387
H 1.55 -1.53 -0.56  0.004
H 2.82 -3.30 -3.48  0.480
H 2.46 -4.56 -2.31  0.453
H 0.25 -3.56 -3.91  0.278
H -1.47 -4.37 -1.99  -0.270
H -0.04 -5.19 -1.35  0.494
H -0.80 -2.30 -0.41  0.136
H 0.17 -3.53 0.41  0.472
H -1.71 -3.90 1.71  0.367
H -2.07 -5.02 0.39  0.390
H -3.07 -2.08 0.46  0.319
H -4.01 -3.38 1.18  0.352
H -5.04 -3.66 -0.90  0.692
H -3.50 -4.57 -1.26  -0.852
H -2.76 -3.10 -2.76  -0.015
H -2.92 -1.68 -1.71  -0.174
H -4.87 -2.68 -3.86  0.228
H -5.56 -1.88 -2.45  0.544
H -5.00 -0.36 -4.35  0.478
H -4.28 0.16 -2.82  -0.513
H -3.03 -0.92 -5.43  0.449
H -2.08 -1.27 -3.96  -0.410
H -2.91 1.50 -4.96  0.387
H -1.28 0.67 -5.06  0.438
H -1.39 0.53 -2.39  0.047
H -0.85 2.02 -3.23  0.230
H -2.06 1.58 -0.61  0.198
H -1.60 3.27 -1.20  -0.097
H -3.28 2.86 -0.66  0.422
C -5.74 0.66 2.26  -0.445
Br -6.50 -1.03 2.83  -0.044
Br -6.64 1.36 0.69  0.008
Br -5.72 1.96 3.68  0.190
H -4.71 0.46 1.98  0.342
C -3.05 5.11 5.54  0.053
Br -1.80 3.87 6.35  -0.058
Br -4.82 4.90 6.27  0.013
Br -2.42 6.93 5.66  -0.052
H -3.11 4.86 4.49  0.051
C 6.54 -1.20 -3.10  0.324
Br 4.92 -0.32 -3.68  -0.116
Br 6.23 -3.08 -2.77  0.030
Br 7.98 -0.90 -4.35  -0.027
H 6.83 -0.76 -2.16  -0.226
C -4.78 7.54 2.27  -0.317
Br -5.80 8.14 3.80  -0.039
Br -4.74 5.61 2.14  0.036
Br -5.41 8.35 0.63  -0.058
H -3.76 7.87 2.42  0.374
C -9.75 3.78 4.08  -0.365
Br -10.16 4.01 5.96  -0.028
Br -8.13 4.70 3.59  0.059
Br -9.70 1.92 3.57  -0.037
H -10.56 4.24 3.52  0.351
C 7.47 -0.78 1.96  -0.467
Br 6.32 -0.11 3.35  0.000
Br 7.04 -2.61 1.51  -0.053
Br 7.43 0.36 0.40  -0.007
H 8.48 -0.77 2.34  0.475
C 3.50 -5.52 1.34  -0.682
Br 4.05 -7.35 0.98  -0.053
Br 4.93 -4.48 2.11  0.030
Br 2.79 -4.65 -0.26  0.353
H 2.71 -5.56 2.07  0.469
C 6.63 3.07 -3.13  0.362
Br 5.55 3.68 -1.64  0.089
Br 6.57 4.28 -4.63  -0.028
Br 8.43 2.71 -2.52  -0.041
H 6.22 2.13 -3.46  -0.339
C 6.36 -7.31 -4.18  -0.081
Br 5.21 -6.60 -2.80  0.100
Br 5.92 -9.14 -4.61  -0.025
Br 6.38 -6.18 -5.75  -0.018
H 7.37 -7.31 -3.78  0.003
C -4.83 1.43 8.77  -0.272
Br -4.60 3.27 9.33  0.003
Br -5.42 1.29 6.93  0.003
Br -3.23 0.38 9.09  -0.035
H -5.61 1.01 9.38  0.312
C 3.24 -9.60 4.03  0.461
Br 2.42 -11.00 2.98  -0.008
Br 2.02 -8.88 5.35  -0.018
Br 4.90 -10.18 4.83  -0.005
H 3.48 -8.79 3.35  -0.458
C 4.65 8.57 -3.96  -0.308
Br 4.47 7.29 -2.51  -0.030
Br 6.46 8.66 -4.62  -0.026
Br 3.37 8.21 -5.37  -0.035
H 4.41 9.54 -3.55  0.351
C 0.43 5.26 -2.37  -0.025
Br 0.42 7.06 -1.68  0.027
Br 1.56 5.08 -3.93  0.013
Br 0.88 3.96 -1.01  -0.058
H -0.59 5.05 -2.69  0.098
C -5.91 3.70 -2.33  -0.395
Br -5.58 5.51 -1.74  -0.149
Br -6.54 3.63 -4.15  -0.126
Br -4.34 2.60 -2.06  -0.039
H -6.70 3.30 -1.70  0.251
C 5.81 3.74 4.81  -0.417
Br 5.22 2.55 6.22  -0.018
Br 7.71 3.59 4.49  -0.003
Br 4.78 3.48 3.19  0.066
H 5.62 4.75 5.15  0.374
C -2.27 8.46 -4.58  -0.286
Br -3.07 9.08 -6.22  -0.029
Br -1.72 9.91 -3.42  -0.028
Br -3.39 7.20 -3.63  0.111
H -1.37 7.92 -4.85  0.232
C 10.62 -6.98 -1.94  -0.389
Br 9.64 -7.85 -0.51  -0.004
Br 11.34 -8.26 -3.19  -0.003
Br 9.55 -5.64 -2.83  0.006
H 11.46 -6.47 -1.49  0.382
C -2.58 -7.24 -3.54  -0.406
Br -3.81 -6.24 -2.42  0.110
Br -2.11 -6.24 -5.13  -0.032
Br -1.01 -7.80 -2.56  -0.006
H -3.09 -8.13 -3.86  0.389
C -4.81 2.98 13.14  -0.160
Br -6.34 2.11 12.35  -0.016
Br -5.34 4.29 14.46  -0.016
Br -3.55 1.70 13.86  -0.002
H -4.30 3.51 12.35  0.161

DFT total energy   -148632.59384 Ha
Net charge   +1
Orbital gap   6.59 eV
Strongest force on any atom   19.0 eV/Å
E_LUMO   -2.983 eV